# 1
This record from the OMol25 dataset describes an isolated molecule of C11H17N5O4. The level of theory is ωB97M-V with the def2-TZVPD basis set.

```
37
Properties=species:S:1:pos:R:3:forces:R:3:mulliken_charge:R:1
N 0.131 1.404 4.450 1.79 0.59 0.47 -0.3554
C 1.235 0.693 4.073 -0.96 -1.41 -0.24 0.3573
O 2.412 0.819 4.361 -0.57 0.77 0.10 -0.6415
C 0.733 -0.487 3.252 -2.86 1.80 -0.55 -1.2313
C 0.473 -0.171 1.761 0.31 -1.19 1.56 -0.3612
C -0.633 0.861 1.578 -0.19 0.64 -2.45 0.2783
N -1.808 0.718 2.382 0.31 -1.36 1.36 -0.6640
C -1.156 0.588 0.104 -1.32 -1.13 -0.43 0.0762
O -2.135 -0.211 -0.044 3.04 2.28 0.12 -0.7060
N -0.440 1.127 -0.934 -1.29 -1.31 0.38 -0.0688
C -0.516 0.646 -2.295 1.18 0.25 -1.31 0.2817
C -0.415 -0.857 -2.403 0.48 -1.07 -0.03 -0.9031
C 0.879 -1.421 -1.879 0.88 -1.31 -0.66 0.5437
C 1.172 -2.792 -1.867 -0.96 -0.32 -1.14 -0.8988
N 2.469 -2.878 -1.437 -0.26 -0.38 -0.69 -0.0112
C 2.927 -1.620 -1.318 0.60 -0.02 1.56 -0.2700
N 2.026 -0.701 -1.499 -1.75 -0.58 -0.89 -0.4702
C -1.711 1.181 -2.998 -2.04 2.20 1.13 -0.0470
O -1.871 2.385 -3.214 0.56 -2.02 -0.20 -0.6197
O -2.753 0.326 -3.131 1.02 0.68 -0.56 -0.3944
H -0.716 1.152 3.955 -0.45 0.43 0.26 0.3259
H 0.295 2.280 4.917 -0.39 0.14 0.01 0.2259
H 1.364 -1.269 3.381 2.02 -2.37 0.14 0.6003
H -0.282 -0.785 3.594 0.77 -0.01 0.38 0.4107
H 0.283 -1.160 1.302 -0.26 0.64 -0.16 0.2523
H 1.402 0.189 1.388 0.57 0.45 -0.91 0.3558
H -0.160 1.856 1.759 -0.56 -0.48 -0.52 0.3041
H -2.204 -0.179 2.084 -0.20 0.35 0.33 0.2673
H -2.489 1.406 2.137 -0.37 0.51 -0.20 0.2488
H 0.073 1.955 -0.811 0.79 0.80 0.55 0.2778
H 0.305 1.188 -2.885 -0.60 -1.12 1.07 0.5071
H -1.195 -1.443 -1.923 -0.38 0.80 0.63 0.3887
H -0.619 -1.209 -3.421 0.63 0.54 -0.28 0.7094
H 0.722 -3.720 -2.394 0.39 1.95 1.40 0.2747
H 2.939 -3.758 -1.293 0.28 0.37 -0.02 0.1752
H 3.865 -1.427 -0.856 0.74 0.14 -0.01 0.4422
H -3.372 0.958 -3.514 -0.95 -0.25 -0.19 0.3390
```
Positions in Å, forces in eV/Å.

DFT total energy (eV): -27323.6911
HOMO-LUMO gap (hartree): 0.3450
SMILES: NC(=O)CC[C@H](N)C(=O)N[C@@H](Cc1c[nH]cn1)C(=O)O


# 2
This record from the OMol25 dataset describes a cluster of 2 separate species, C10H14Br2ClO3PSi in total. The level of theory is ωB97M-V with the def2-TZVPD basis set.

```
32
Properties=species:S:1:pos:R:3:forces:R:3:mulliken_charge:R:1
C 1.267 1.320 -1.299 -0.01 -0.01 -0.01 -1.3552
C -0.164 1.761 -1.260 -0.01 -0.05 0.00 0.6619
Br -0.498 3.443 -2.077 -0.03 0.05 -0.02 -0.2093
C -1.199 1.143 -0.696 0.06 0.13 -0.07 0.0327
Br -0.790 -0.487 0.211 -0.11 -0.10 0.11 -0.2229
Si -3.000 1.692 -0.568 0.01 -0.07 -0.06 0.4216
C -4.023 0.112 -0.389 0.00 -0.06 -0.10 -0.6802
O -3.641 -0.827 -1.403 -0.26 -0.09 0.08 -0.2102
O -4.305 -0.374 -2.602 0.30 0.04 0.02 -0.3418
P -3.842 2.681 -2.479 -0.19 0.03 0.12 0.2757
O -5.405 2.298 -2.063 0.12 0.07 0.08 -0.4487
Cl -3.859 4.669 -1.791 0.08 0.04 0.00 -0.2925
H 1.749 1.546 -0.344 -0.01 -0.01 -0.04 0.2951
H 1.811 1.832 -2.089 -0.03 -0.03 0.03 0.3990
H 1.325 0.242 -1.454 0.02 0.06 0.01 0.3948
H -3.184 2.577 0.604 0.02 0.02 -0.05 -0.1367
H -3.847 -0.410 0.554 0.03 0.06 -0.04 0.4062
H -5.091 0.330 -0.475 0.04 -0.08 0.07 0.3870
H -3.666 -0.680 -3.261 -0.06 0.02 -0.04 0.3227
H -6.023 2.978 -2.355 -0.01 -0.04 -0.10 0.3049
C 5.039 -2.595 2.661 -0.01 0.00 0.00 -0.4229
C 4.846 -1.240 2.424 0.00 -0.01 0.00 -0.3941
C 3.659 -0.798 1.858 0.00 0.00 0.00 -0.5020
C 2.664 -1.707 1.527 0.04 0.00 0.00 0.2387
C 2.857 -3.061 1.764 0.00 0.00 -0.01 -0.5111
C 4.044 -3.505 2.331 0.00 0.01 0.00 -0.3476
H 5.964 -2.941 3.104 0.00 0.00 0.00 0.3538
H 5.622 -0.530 2.682 0.00 0.00 0.00 0.3616
H 3.508 0.260 1.677 0.00 0.00 0.00 0.3308
H 1.739 -1.357 1.086 0.03 -0.01 0.01 0.1741
H 2.082 -3.772 1.505 0.00 0.00 0.00 0.3572
H 4.194 -4.561 2.515 0.00 0.00 0.00 0.3574
```
Positions in Å, forces in eV/Å.

DFT total energy (eV): -186511.1398
HOMO-LUMO gap (hartree): 0.3376
SMILES: C/C(Br)=C(\Br)[Si@H](COO)P(O)Cl.c1ccccc1


# 3
This record from the OMol25 dataset describes an isolated molecule of C3H2N2O2. The level of theory is ωB97M-V with the def2-TZVPD basis set.

```
9
Properties=species:S:1:pos:R:3:forces:R:3:mulliken_charge:R:1
C 1.320 -0.001 0.090 -0.81 3.87 -0.36 -0.7697
C -0.013 -0.074 -0.019 1.60 -0.46 0.21 0.3745
C -0.543 -1.376 -0.037 -0.75 -0.48 -0.10 0.2601
N -0.867 -2.469 -0.100 -0.27 -0.70 0.04 -0.3722
N -0.955 1.007 -0.076 0.37 1.00 0.21 0.9888
O -2.123 0.764 -0.041 -1.31 -0.97 -0.09 -0.5527
O -0.496 2.116 -0.093 0.89 1.17 -0.17 -0.5845
H 1.940 0.965 0.063 -1.25 -1.69 0.14 0.2830
H 1.737 -0.932 0.213 1.53 -1.75 0.14 0.3728
```
Positions in Å, forces in eV/Å.

DFT total energy (eV): -10213.9688
HOMO-LUMO gap (spin up / spin down) (hartree): 0.3705 / 0.3705
SMILES: C=C(C#N)[N+](=O)[O-]


Q: Among the records above, which one has the highest DFT total energy?
A: C3H2N2O2